Density functional theory data (ωB97M-V with the def2-TZVPD basis set) for a cluster of 2 separate species, C4H7NO in total at a distorted geometry.

energy relative to the best compared isomer or geometry (same formula, charge and spin)	0.5474	eV
HOMO-LUMO gap (alpha / beta)	2.43 / 9.06	eV
net charge	-1
multiplicity	2
<S²>	0.7502
HOMO (alpha / beta)	1.14 / -5.59	eV

CARTESIAN COORDINATES (ANGSTROEM)
1 C -1.768 0.930 -0.143
2 C -0.614 0.282 -0.461
3 N -0.193 -0.388 0.648
4 C -1.095 -0.230 1.648
5 C -2.081 0.628 1.221
6 H -2.433 1.493 -0.778
7 H -0.040 0.232 -1.367
8 H 0.629 -0.970 0.649
9 H -0.919 -0.657 2.622
10 H -3.064 0.636 1.657
11 H 4.902 -0.656 -2.051
12 H 3.638 -0.720 -2.936
13 O 3.954 -0.884 -2.027

Atoms 1-6, force components in eV/Å:
C -0.94 0.09 0.37
C 0.31 0.15 -0.12
N 0.07 -0.12 -0.33
C 0.20 0.32 0.61
C 0.08 -1.17 -0.69
H 0.29 0.06 -0.24



Density functional theory data (ωB97M-V with the def2-TZVPD basis set) for a structure of composition C4H7NO at a distorted geometry.

energy relative to the best compared isomer or geometry (same formula, charge and spin)	4.0454	eV
HOMO-LUMO gap	8.72	eV
net charge	0
HOMO	-8.44	eV

CARTESIAN COORDINATES (ANGSTROEM)
1 C 1.739 0.111 0.516
2 C 0.638 0.122 -0.488
3 C -1.117 -1.008 -0.089
4 N -1.576 0.327 -0.202
5 C -0.447 1.104 -0.398
6 O -0.351 2.313 -0.507
7 H 2.273 1.061 0.375
8 H 1.396 0.107 1.561
9 H 2.463 -0.693 0.363
10 H 0.099 -0.912 -0.842
11 H -0.980 -1.404 0.917
12 H -1.628 -1.734 -0.743
13 H -2.510 0.606 -0.463

Atoms 1-6, force components in eV/Å:
C 0.10 -0.04 0.06
C -0.88 -0.98 0.29
C -0.10 0.22 0.41
N -0.05 0.25 -0.20
C 0.07 0.27 -0.19
O -0.18 -0.46 0.24